# 1
# C4H4N2O

2 unconnected molecules or ions with the total composition C4H4N2O in a non-equilibrium geometry (wB97M-V/def2-TZVPD, the OMol25 dataset).

Calculated values
spin multiplicity	1
E_HOMO	-9.175	eV
energy above the lowest of the compared OMol25 structures with the same formula, charge and spin	53.3	kcal per mole

Geometry (Å):
O  -0.217  2.595  -0.680
C  -0.021  1.482  -0.925
C  0.224  0.269  -1.415
C  0.468  -1.018  -0.785
N  0.549  -1.271  0.465
C  -0.807  0.343  2.218
N  -1.194  1.291  1.684
H  0.254  0.305  -2.499
H  0.593  -1.802  -1.543
H  0.718  -2.269  0.591
H  -0.454  -0.535  2.716

# 2
# C25H36Ge2IrNO11P2

A molecular structure, C25H36Ge2IrNO11P2 in a non-equilibrium geometry (wB97M-V/def2-TZVPD, the OMol25 dataset).

Calculated values
spin multiplicity	2
E_HOMO (alpha / beta)	-11.440 / -11.439	eV
total charge	+1
<S²>	0.75
energy above the lowest of the compared OMol25 structures with the same formula, charge and spin	1.2	kcal per mole

Geometry (Å):
Ir  1.385  -0.618  0.117
O  0.991  3.426  0.514
C  1.361  2.290  0.477
O  0.885  1.391  -0.435
C  2.381  1.722  1.426
C  3.161  2.431  2.318
C  4.064  1.713  3.099
C  4.170  0.328  2.975
C  3.347  -0.314  2.072
N  2.496  0.404  1.347
C  3.244  -1.816  1.803
O  4.055  -2.581  2.240
O  2.187  -2.171  1.065
H  3.052  3.504  2.387
H  4.692  2.238  3.806
H  4.867  -0.257  3.559
C  -0.703  5.023  -1.807
C  0.129  3.848  -2.315
Ge  -0.462  2.122  -1.646
C  -0.602  0.721  -2.949
C  -1.655  1.048  -4.012
C  -1.895  2.086  -0.363
C  -2.150  1.122  0.528
Ge  -1.063  -0.468  1.057
C  -1.742  -2.247  0.615
C  -2.948  -2.755  1.408
C  -0.175  -0.301  2.838
C  -0.973  -0.609  4.115
C  -3.427  1.146  1.317
C  -3.617  0.277  2.387
C  -4.788  0.267  3.132
C  -5.812  1.138  2.810
C  -5.654  2.003  1.734
C  -4.486  2.003  0.996
H  -0.337  5.962  -2.221
H  -0.660  5.097  -0.721
H  -1.751  4.931  -2.098
H  1.178  3.968  -2.039
H  0.103  3.780  -3.405
H  -0.851  -0.215  -2.450
H  0.372  0.570  -3.412
H  -2.658  1.101  -3.583
H  -1.665  0.269  -4.773
H  -1.459  1.997  -4.516
H  -2.609  2.902  -0.413
H  -0.881  -2.902  0.759
H  -1.952  -2.269  -0.453
H  -2.772  -2.768  2.484
H  -3.153  -3.782  1.104
H  -3.846  -2.169  1.215
H  0.219  0.717  2.899
H  0.679  -0.980  2.825
H  -1.773  0.106  4.291
H  -0.300  -0.563  4.972
H  -1.400  -1.613  4.094
H  -2.848  -0.429  2.675
H  -4.893  -0.426  3.956
H  -6.731  1.137  3.380
H  -6.456  2.677  1.461
H  -4.423  2.673  0.150
C  3.128  -3.962  -1.355
C  2.694  -3.029  -2.471
O  2.944  -3.731  -3.692
P  3.519  -1.403  -2.483
O  3.200  -0.838  -3.905
O  5.082  -1.582  -2.525
O  3.077  -0.531  -1.339
P  0.905  -2.569  -2.526
O  0.090  -3.932  -2.562
O  0.791  -1.780  -3.791
O  0.436  -1.924  -1.221
H  4.207  -4.115  -1.402
H  2.647  -4.924  -1.531
H  2.849  -3.607  -0.369
H  3.070  -3.119  -4.428
H  2.225  -1.036  -4.087
H  5.537  -1.436  -1.685
H  0.148  -4.369  -3.424

# 3
# C23H17EuN7O11P2Se2

A molecular structure, C23H17EuN7O11P2Se2 in a non-equilibrium geometry (wB97M-V/def2-TZVPD, the OMol25 dataset).

Calculated values
spin multiplicity	8
E_HOMO (alpha / beta)	-1.823 / -3.179	eV
total charge	-2
<S²>	15.79
energy above the lowest of the compared OMol25 structures with the same formula, charge and spin	0.0	kcal per mole

Geometry (Å):
Eu  -0.054  0.312  -0.752
C  -0.849  -3.038  -0.504
C  -0.116  -3.449  -1.611
C  1.178  -3.909  -1.449
C  1.738  -3.987  -0.179
C  0.985  -3.618  0.924
C  -0.308  -3.145  0.765
H  -2.615  -3.024  -1.563
H  -0.563  -3.387  -2.597
H  1.758  -4.185  -2.321
H  2.760  -4.323  -0.050
H  1.404  -3.676  1.922
H  -0.898  -2.872  1.628
O  1.225  6.070  4.018
C  0.232  5.943  3.265
O  -0.638  6.797  2.972
C  0.119  4.632  2.549
C  0.038  3.430  3.253
C  -0.092  2.230  2.581
N  -0.159  2.142  1.248
C  -0.128  3.302  0.564
C  0.035  4.535  1.160
C  -0.529  3.217  -0.895
O  -0.258  4.115  -1.659
O  -1.225  2.117  -1.135
H  0.091  3.440  4.334
H  -0.131  1.295  3.123
H  0.039  5.418  0.538
O  -0.341  -1.513  -4.420
P  -1.110  -0.261  -3.786
O  -2.236  0.149  -4.625
O  -1.324  -0.573  -2.299
O  0.084  0.899  -3.784
P  1.476  0.681  -2.995
O  2.608  0.994  -4.077
O  1.516  -0.752  -2.555
O  1.537  1.638  -1.846
H  0.473  -1.628  -3.891
H  2.667  1.941  -4.229
Se  -4.674  -3.906  -1.872
N  -5.122  -2.468  -0.987
C  -4.301  -1.563  -0.406
C  -4.967  -0.430  0.109
C  -4.292  0.541  0.781
C  -2.910  0.390  0.942
N  -2.221  -0.643  0.468
C  -2.881  -1.618  -0.202
N  -2.224  -2.687  -0.687
H  -6.035  -0.376  -0.060
H  -4.783  1.420  1.171
H  -2.327  1.124  1.485
Se  0.828  -1.292  3.633
N  2.648  -1.388  3.651
C  3.039  -0.966  2.442
C  4.357  -0.867  1.981
C  4.576  -0.424  0.672
C  3.513  -0.110  -0.150
N  2.225  -0.199  0.231
C  1.984  -0.587  1.500
N  0.732  -0.676  1.917
H  5.177  -1.129  2.639
H  5.582  -0.322  0.284
H  3.689  0.221  -1.164